The ion C28H38N5O5S2 with charge +1 at a distorted geometry, computed with the ωB97M-V functional and the def2-TZVPD basis.

Last column: natural (NBO) charge in e.
Positions of all 78 atoms, in Å:
C: -4.82 -2.94 -3.20  -0.625
C: -4.14 -2.75 -1.86  -0.070
O: -4.20 -1.35 -1.51  -0.524
C: -4.14 -1.07 -0.21  0.911
O: -4.01 -1.87 0.68  -0.647
N: -4.23 0.28 0.03  -0.466
C: -4.17 0.77 1.38  -0.241
C: -3.03 1.79 1.51  -0.250
N: -3.22 2.84 0.50  -0.559
S: -2.04 4.36 0.72  2.285
O: -2.46 5.13 -0.40  -0.870
O: -2.37 4.72 2.05  -0.869
C: -0.43 3.67 0.54  -0.423
C: 0.12 3.57 -0.72  -0.171
C: 1.42 3.12 -0.84  -0.132
C: 2.14 2.75 0.30  0.016
C: 3.62 2.49 0.18  0.669
O: 4.37 3.38 -0.15  -0.549
N: 4.05 1.25 0.55  -0.483
C: 5.48 0.99 0.58  -0.212
C: 6.05 0.66 -0.80  -0.421
C: 5.50 -0.65 -1.38  -0.220
N: 4.05 -0.66 -1.50  -0.464
C: 3.56 0.24 -2.52  -0.421
C: 3.55 -2.01 -1.73  -0.413
C: 3.14 0.23 0.70  0.370
N: 1.91 0.35 0.36  -0.561
C: 1.17 -0.73 0.74  0.177
C: -0.18 -0.94 0.48  -0.265
C: -0.77 -2.11 0.92  -0.169
C: -0.06 -3.08 1.63  -0.006
C: -0.77 -4.31 2.11  -0.420
C: -1.81 -3.98 3.17  -0.598
C: 1.29 -2.88 1.88  -0.207
C: 1.89 -1.72 1.44  -0.236
S: 3.55 -1.23 1.61  0.371
C: 1.57 2.90 1.57  -0.187
C: 0.27 3.35 1.69  -0.159
C: -3.23 2.30 -0.86  -0.255
C: -4.37 1.28 -0.99  -0.233
H: -4.77 -3.98 -3.49  0.230
H: -4.33 -2.34 -3.96  0.213
H: -5.87 -2.64 -3.14  0.218
H: -4.62 -3.33 -1.07  0.209
H: -3.08 -3.03 -1.91  0.187
H: -4.00 -0.09 2.04  0.282
H: -5.12 1.24 1.66  0.198
H: -3.03 2.24 2.50  0.248
H: -2.07 1.30 1.33  0.236
H: -4.12 3.30 0.68  0.430
H: -0.45 3.89 -1.58  0.245
H: 1.89 3.05 -1.81  0.234
H: 5.96 1.89 0.96  0.243
H: 5.66 0.16 1.28  0.211
H: 7.13 0.56 -0.70  0.232
H: 5.85 1.50 -1.47  0.220
H: 5.78 -1.47 -0.71  0.201
H: 5.98 -0.83 -2.35  0.182
H: 3.90 1.25 -2.32  0.195
H: 2.47 0.23 -2.49  0.205
H: 3.89 -0.05 -3.53  0.183
H: 2.47 -1.99 -1.73  0.203
H: 3.89 -2.66 -0.93  0.206
H: 3.90 -2.42 -2.68  0.178
H: -0.73 -0.20 -0.08  0.194
H: -1.82 -2.28 0.73  0.223
H: -1.27 -4.79 1.26  0.213
H: -0.04 -5.02 2.52  0.210
H: -1.35 -3.47 4.01  0.204
H: -2.28 -4.89 3.53  0.217
H: -2.59 -3.33 2.76  0.211
H: 1.86 -3.62 2.42  0.224
H: 2.15 2.67 2.45  0.240
H: -0.19 3.49 2.66  0.251
H: -3.35 3.12 -1.56  0.252
H: -2.27 1.81 -1.03  0.227
H: -4.35 0.80 -1.97  0.270
H: -5.34 1.80 -0.88  0.199

- energy relative to the best compared isomer or geometry (same formula, charge and spin) (kJ/mol) = 139.3
- total charge = +1
- SMILES string = CCOC(=O)N1CC[NH+](S(=O)(=O)c2ccc(C(=O)N(CCCN(C)C)c3nc4ccc(CC)cc4s3)cc2)CC1
- electronic energy (Eh) = -2535.91549



A structure of composition C42H56BGeIrN2O2 at a distorted geometry, computed with the ωB97M-V functional and the def2-TZVPD basis.

Last column: Mulliken charge in e.
Positions of all 105 atoms, in Å:
Ir: -0.01 -0.02 0.07  2.385
C: 1.55 -0.63 -3.67  -1.629
C: 1.14 0.76 -3.20  2.649
C: 0.69 1.64 -4.37  -1.822
C: 2.26 1.44 -2.42  0.974
C: 3.51 1.55 -3.00  -0.407
C: 4.55 2.19 -2.33  -1.523
C: 4.32 2.71 -1.07  -1.189
C: 3.07 2.64 -0.45  1.196
C: 3.01 3.23 0.95  0.290
C: 2.87 4.76 0.93  -1.522
C: 2.02 2.62 1.94  -1.014
C: 2.04 2.00 -1.15  -1.694
N: 0.72 1.89 -0.61  1.283
C: 0.11 3.05 -0.49  -0.711
C: -1.22 3.33 -0.03  0.562
C: -1.58 4.69 0.01  -0.931
C: -2.82 5.12 0.39  -1.119
C: -3.76 4.13 0.75  -0.502
C: -3.46 2.80 0.71  -1.493
C: -2.16 2.32 0.31  1.150
N: -1.86 1.02 0.28  0.453
C: -2.98 0.12 0.30  -0.789
C: -3.30 -0.61 1.45  1.461
C: -4.37 -1.49 1.40  -0.640
C: -5.13 -1.65 0.26  -1.517
C: -4.81 -0.92 -0.87  -0.681
C: -3.74 -0.02 -0.87  0.783
C: -3.43 0.75 -2.15  1.359
C: -3.16 -0.18 -3.33  -1.375
C: -4.57 1.72 -2.50  -1.673
C: -2.50 -0.47 2.73  1.052
C: -3.39 -0.21 3.94  -1.767
C: -1.64 -1.71 2.96  -1.328
H: 0.72 -1.10 -4.21  0.448
H: 1.80 -1.27 -2.82  0.282
H: 2.41 -0.60 -4.34  0.296
H: 0.29 0.64 -2.52  -1.630
H: 1.50 1.78 -5.09  0.367
H: 0.38 2.63 -4.02  0.368
H: -0.15 1.18 -4.89  0.447
H: 3.69 1.13 -3.98  0.370
H: 5.53 2.26 -2.78  0.351
H: 5.14 3.18 -0.53  0.488
H: 4.01 3.03 1.36  0.793
H: 1.86 5.05 0.64  0.258
H: 3.57 5.22 0.22  0.369
H: 3.06 5.17 1.92  0.432
H: 1.02 3.03 1.84  0.153
H: 2.36 2.84 2.96  0.547
H: 1.96 1.54 1.83  -0.572
H: 0.66 3.94 -0.81  0.523
H: -0.83 5.42 -0.27  0.392
H: -3.07 6.17 0.41  0.373
H: -4.76 4.43 1.06  0.404
H: -4.21 2.07 0.99  0.409
H: -4.61 -2.07 2.29  0.253
H: -5.95 -2.35 0.24  0.327
H: -5.40 -1.04 -1.77  0.341
H: -2.53 1.34 -1.97  -0.510
H: -4.04 -0.78 -3.57  0.353
H: -2.34 -0.86 -3.11  0.151
H: -2.90 0.41 -4.21  0.398
H: -5.49 1.18 -2.69  0.293
H: -4.32 2.29 -3.39  0.475
H: -4.75 2.43 -1.69  0.314
H: -1.83 0.39 2.60  -0.040
H: -4.00 -1.08 4.19  0.302
H: -4.06 0.64 3.76  0.385
H: -2.78 0.03 4.81  0.452
H: -2.27 -2.60 3.06  0.399
H: -1.05 -1.61 3.87  0.325
H: -0.95 -1.88 2.13  0.110
O: -0.18 -3.93 0.52  -0.691
B: 0.09 -3.05 -0.55  0.402
O: 1.14 -3.60 -1.34  -0.538
C: 1.46 -4.79 -0.75  0.638
C: 2.41 -5.70 -1.14  -0.864
C: 2.52 -6.86 -0.37  -0.525
C: 1.71 -7.08 0.73  -0.591
C: 0.75 -6.14 1.11  -0.741
C: 0.65 -5.00 0.35  0.436
H: 3.04 -5.52 -2.00  0.478
H: 3.26 -7.61 -0.64  0.382
H: 1.81 -7.99 1.31  0.370
H: 0.11 -6.28 1.98  0.465
C: 4.50 -0.84 2.15  -1.398
Ge: 2.58 -1.30 2.06  1.050
C: 2.45 -3.22 2.41  -1.176
C: 1.73 -0.42 3.61  -1.235
C: 1.94 -0.77 0.31  -1.194
H: 4.94 -1.14 3.10  0.399
H: 4.63 0.23 2.03  0.255
H: 5.03 -1.34 1.34  0.361
H: 2.94 -3.47 3.35  0.456
H: 2.92 -3.80 1.61  0.272
H: 1.41 -3.52 2.47  0.195
H: 1.45 -1.17 4.35  0.439
H: 0.83 0.11 3.30  0.105
H: 2.41 0.29 4.08  0.471
H: 2.15 -1.63 -0.35  0.580
H: 2.64 -0.01 -0.04  0.267
C: -0.67 -1.78 -0.87  -0.542
H: -1.72 -1.86 -0.56  0.312
H: -0.61 -1.51 -1.93  -0.305

- energy relative to the best compared isomer or geometry (same formula, charge and spin) (kJ/mol) = 0.0
- total charge = -1
- ⟨S²⟩ = 0.757
- spin multiplicity = 2
- electronic energy (Eh) = -4100.27373



- The highest electronic energy belongs to which entry?
  C28H38N5O5S2